Here is a cluster of 2 separate species, C3H7NO2 in total from OMol25. Energies are from ωB97M-V/def2-TZVPD.

The geometry in XYZ format:
```
13
Properties=species:S:1:pos:R:3
C 0.12 -2.00 0.66
N -0.01 -0.73 -0.04
C 0.04 0.36 0.64
O 0.18 0.81 1.83
C -0.10 1.71 0.14
O -0.41 1.14 -1.93
H 1.04 -2.51 0.34
H 0.14 -1.90 1.75
H -0.73 -2.66 0.39
H -0.37 0.21 -1.53
H 0.77 2.33 0.00
H -1.06 2.21 0.22
H 0.47 1.26 -2.33
```

Values from the calculation:
2S+1	1
orbital gap	9.7	eV
E_tot	-323.6474	a.u.
relative energy (zero: lowest compared OMol25 entry of this formula, charge and spin)	350.7	kJ/mol

natural (NBO) population analysis, charges in e, atoms 1 to 2: -0.428, -0.606